No. 1
3 unconnected molecules or ions with the total composition C28H39ClF2N3O10S at a distorted geometry, computed with ωB97M-V/def2-TZVPD.

Computed properties:
HOMO, eV: -10.74
Charge: +1
Total energy, eV: -83395.18165
Gap between HOMO and LUMO, eV: 5.61

Element x y z (Å)
C  5.320  0.774  -2.841
C  4.080  -0.161  -3.251
C  2.904  0.168  -2.253
Cl  2.262  1.815  -2.756
C  1.757  -0.928  -2.198
C  2.419  -2.320  -1.908
N  2.076  -2.938  -0.808
C  2.748  -4.270  -0.661
C  2.583  -5.002  0.720
C  3.919  -5.121  1.579
C  4.808  -3.810  1.618
C  5.201  -3.302  3.060
N  5.320  -4.378  4.085
C  1.069  -2.203  -0.007
C  -0.164  -3.217  0.153
O  -0.674  -3.618  -0.852
N  -0.600  -3.662  1.487
C  -1.576  -2.703  2.017
O  -1.362  -2.204  3.062
F  -2.730  -2.425  1.297
S  1.789  -1.453  1.524
O  0.913  -0.454  2.111
O  2.152  -2.419  2.541
F  3.191  -0.680  1.076
C  0.795  -0.904  -0.906
C  -0.697  -0.394  -1.091
C  -0.950  1.056  -0.512
C  -0.748  2.288  -1.304
C  -0.952  3.642  -0.722
C  -1.370  3.807  0.678
C  -1.552  5.215  1.324
C  -1.625  2.590  1.486
C  -1.416  1.273  0.890
H  5.848  0.206  -2.014
H  5.989  0.973  -3.715
H  4.997  1.749  -2.393
H  4.471  -1.213  -3.194
H  3.776  0.010  -4.327
H  3.306  0.326  -1.212
H  1.140  -0.953  -3.139
H  3.150  -2.743  -2.644
H  2.371  -4.959  -1.473
H  3.846  -4.128  -0.870
H  1.789  -4.600  1.401
H  2.278  -6.070  0.489
H  3.593  -5.482  2.599
H  4.588  -5.948  1.187
H  4.300  -2.939  1.098
H  5.743  -4.003  1.010
H  4.539  -2.493  3.473
H  6.233  -2.839  2.966
H  5.870  -3.970  4.855
H  4.379  -4.455  4.501
H  -1.133  -4.531  1.314
H  1.259  -0.035  -0.338
H  -1.488  -1.043  -0.628
H  -0.927  -0.362  -2.200
H  -0.436  2.266  -2.374
H  -0.750  4.534  -1.372
H  -0.551  5.742  1.239
H  -2.371  5.836  0.870
H  -1.686  5.042  2.435
H  -1.964  2.660  2.555
H  -1.611  0.347  1.501
C  -6.129  5.452  1.752
C  -6.957  5.880  0.575
O  -6.125  6.848  -0.062
C  -4.845  6.581  0.302
O  -3.884  7.099  -0.187
O  -4.797  5.651  1.291
H  -6.296  4.410  2.024
H  -6.295  6.080  2.632
H  -7.144  5.061  -0.124
H  -7.909  6.319  0.870
C  -4.402  0.202  -1.581
C  -4.906  0.748  -2.887
O  -5.845  1.735  -2.474
C  -5.502  2.120  -1.214
O  -5.980  3.047  -0.639
O  -4.541  1.307  -0.697
H  -3.363  -0.121  -1.638
H  -5.013  -0.626  -1.210
H  -4.118  1.232  -3.471
H  -5.385  -0.013  -3.502

Forces on atoms 1 to 6 (eV/Å):
-0.4 -0.8 0.3
0.7 0.9 0.1
0.3 -0.2 -0.2
0.1 -1.2 0.4
-0.3 -1.9 1.3
-0.8 1.5 -0.7

No. 2
C4H6N2OS in the gas phase at a distorted geometry, computed with ωB97M-V/def2-TZVPD.

Computed properties:
HOMO, eV: -8.83
ΔE to the lowest compared entry with this formula, charge and spin, eV: 4.359
Total energy, eV: -20104.98258
Gap between HOMO and LUMO, eV: 7.85

Element x y z (Å)
C  1.936  -0.293  0.824
N  0.628  0.089  0.260
C  0.351  1.347  -0.076
O  -0.509  1.773  -0.807
N  0.169  -0.975  -0.454
C  -0.983  -0.940  -0.913
C  -2.190  -0.102  -0.642
S  -2.550  0.165  1.048
H  2.411  0.544  1.326
H  1.623  -0.968  1.672
H  2.442  -0.831  0.035
H  1.068  2.080  0.494
H  -1.381  -1.902  -1.341
H  -3.015  0.014  -1.426

Forces on atoms 1 to 6 (eV/Å):
-1.9 -0.6 1.9
1.2 -0.7 -0.3
1.3 3.0 1.1
-0.2 -0.3 -0.4
0.9 -0.2 0.3
-3.9 -1.3 -1.0

No. 3
C24H32N2O3 in the gas phase, computed with ωB97M-V/def2-TZVPD.

Computed properties:
HOMO, eV: -8.43
ΔE to the lowest compared entry with this formula, charge and spin, eV: 1.450
Total energy, eV: -34530.25888
Gap between HOMO and LUMO, eV: 9.09

Element x y z (Å)
C  -0.772  6.096  -1.955
C  -0.148  6.172  -0.560
C  0.567  4.893  -0.232
C  1.910  4.727  -0.545
C  2.559  3.536  -0.277
C  1.882  2.474  0.309
C  2.570  1.151  0.544
N  2.515  0.228  -0.582
C  3.285  0.651  -1.733
C  3.412  -0.516  -2.709
C  2.029  -0.982  -3.149
C  1.195  -1.332  -1.918
C  -0.224  -1.752  -2.326
N  -1.031  -2.175  -1.209
C  -1.184  -3.477  -0.885
O  -0.778  -4.389  -1.581
C  -1.981  -3.736  0.357
C  -2.786  -4.873  0.344
C  -3.543  -5.208  1.443
C  -3.515  -4.407  2.573
C  -2.720  -3.270  2.616
O  -2.671  -2.418  3.687
C  -3.440  -2.720  4.825
C  -1.923  -2.936  1.502
O  -1.100  -1.835  1.486
C  -0.319  -1.560  2.635
C  1.165  -0.132  -0.969
C  0.539  2.640  0.624
C  -0.109  3.832  0.356
H  -1.289  7.022  -2.193
H  -0.002  5.925  -2.705
H  -1.485  5.276  -2.006
H  -0.934  6.355  0.175
H  0.553  7.008  -0.525
H  2.456  5.543  -0.999
H  3.608  3.433  -0.517
H  3.627  1.316  0.774
H  2.110  0.645  1.399
H  4.278  0.954  -1.392
H  2.819  1.510  -2.249
H  4.003  -0.208  -3.573
H  3.929  -1.336  -2.210
H  2.111  -1.849  -3.806
H  1.533  -0.182  -3.705
H  1.667  -2.169  -1.396
H  -0.727  -0.919  -2.828
H  -0.166  -2.601  -3.011
H  -1.299  -1.479  -0.532
H  -2.785  -5.481  -0.547
H  -4.164  -6.090  1.433
H  -4.126  -4.673  3.420
H  -3.149  -3.678  5.268
H  -4.511  -2.734  4.596
H  -3.236  -1.919  5.534
H  0.011  -2.480  3.120
H  -0.868  -0.948  3.354
H  0.554  -1.013  2.277
H  0.613  -0.394  -0.065
H  0.642  0.708  -1.464
H  -0.005  1.831  1.091
H  -1.153  3.943  0.613

Forces on atoms 1 to 6 (eV/Å):
0.0 0.1 0.2
-0.1 -0.1 -0.2
0.0 0.1 0.1
0.0 0.0 0.0
0.0 -0.1 0.0
0.0 0.0 0.1

No. 4
A molecular structure, C19H19ClInN2S2Si at a distorted geometry, computed with ωB97M-V/def2-TZVPD.

Computed properties:
HOMO, eV: -4.27
Charge: -1
Total energy, eV: -70239.17619
Gap between HOMO and LUMO, eV: 6.51

Element x y z (Å)
In  -0.919  -8.395  12.031
S  -0.802  -10.902  11.864
C  -1.387  -11.262  13.462
C  -1.035  -12.513  13.992
C  -1.458  -12.900  15.274
C  -1.046  -14.200  15.783
N  -0.606  -15.209  16.123
C  -2.070  -11.946  16.128
C  -2.513  -10.747  15.610
C  -2.219  -10.391  14.271
S  -2.799  -8.836  13.735
C  -2.111  -12.146  17.554
N  -2.082  -12.246  18.707
H  -0.421  -13.190  13.414
H  -3.095  -10.070  16.221
C  -0.173  -4.251  11.961
Si  0.242  -5.340  10.460
C  0.038  -4.067  9.047
C  1.941  -6.109  10.259
C  -0.951  -6.786  10.585
H  0.588  -3.456  12.006
H  -0.202  -4.890  12.862
H  -1.153  -3.752  11.897
H  1.028  -3.663  8.897
H  -0.583  -3.212  9.347
H  -0.316  -4.483  8.109
H  2.739  -5.419  10.467
H  1.993  -6.534  9.257
H  2.101  -6.964  10.897
H  -0.748  -7.406  9.704
H  -1.994  -6.490  10.624
Cl  2.445  -12.821  16.339
C  1.956  -11.487  15.443
C  0.997  -10.566  15.907
C  0.683  -9.407  15.250
C  1.292  -9.089  14.010
C  0.962  -7.897  13.320
C  2.327  -9.943  13.587
C  2.606  -11.119  14.273
H  0.413  -10.774  16.800
H  -0.091  -8.733  15.639
H  1.683  -7.581  12.566
H  0.518  -7.073  13.890
H  2.923  -9.617  12.773
H  3.438  -11.684  13.888

Forces on atoms 1 to 6 (eV/Å):
0.8 -0.1 1.4
-0.1 0.4 -0.5
-0.7 0.2 1.1
-0.8 0.1 0.6
0.8 0.2 0.3
0.3 0.6 -0.3

Question: Which value of HOMO does entry 3 give?
Answer: -8.43 eV

Question: Look up the gap between HOMO and LUMO of the second one.
Answer: 7.85 eV

Question: Which value of gap between HOMO and LUMO does entry 4 give?
Answer: 6.51 eV

Please write out number 4 again, unchanged.
A molecular structure, C19H19ClInN2S2Si at a distorted geometry, computed with ωB97M-V/def2-TZVPD.

Computed properties:
HOMO, eV: -4.27
Charge: -1
Total energy, eV: -70239.17619
Gap between HOMO and LUMO, eV: 6.51

Element x y z (Å)
In  -0.919  -8.395  12.031
S  -0.802  -10.902  11.864
C  -1.387  -11.262  13.462
C  -1.035  -12.513  13.992
C  -1.458  -12.900  15.274
C  -1.046  -14.200  15.783
N  -0.606  -15.209  16.123
C  -2.070  -11.946  16.128
C  -2.513  -10.747  15.610
C  -2.219  -10.391  14.271
S  -2.799  -8.836  13.735
C  -2.111  -12.146  17.554
N  -2.082  -12.246  18.707
H  -0.421  -13.190  13.414
H  -3.095  -10.070  16.221
C  -0.173  -4.251  11.961
Si  0.242  -5.340  10.460
C  0.038  -4.067  9.047
C  1.941  -6.109  10.259
C  -0.951  -6.786  10.585
H  0.588  -3.456  12.006
H  -0.202  -4.890  12.862
H  -1.153  -3.752  11.897
H  1.028  -3.663  8.897
H  -0.583  -3.212  9.347
H  -0.316  -4.483  8.109
H  2.739  -5.419  10.467
H  1.993  -6.534  9.257
H  2.101  -6.964  10.897
H  -0.748  -7.406  9.704
H  -1.994  -6.490  10.624
Cl  2.445  -12.821  16.339
C  1.956  -11.487  15.443
C  0.997  -10.566  15.907
C  0.683  -9.407  15.250
C  1.292  -9.089  14.010
C  0.962  -7.897  13.320
C  2.327  -9.943  13.587
C  2.606  -11.119  14.273
H  0.413  -10.774  16.800
H  -0.091  -8.733  15.639
H  1.683  -7.581  12.566
H  0.518  -7.073  13.890
H  2.923  -9.617  12.773
H  3.438  -11.684  13.888

Forces on atoms 1 to 6 (eV/Å):
0.8 -0.1 1.4
-0.1 0.4 -0.5
-0.7 0.2 1.1
-0.8 0.1 0.6
0.8 0.2 0.3
0.3 0.6 -0.3